Record 1
52
Properties=species:S:1:pos:R:3:forces:R:3:lowdin_spin:R:1 method="wB97M-V/def2-TZVPD" lumo_ha="0.00849 / -0.10160" e_homo_ev="-7.10 / -7.10" spin_multiplicity=2 largest_force_ev_per_a=2.92 gap_ev="7.33 / 4.34" e_tot_ha=-1317.519882
N 24.338913 -8.573185 14.295089 -1.2 0.3 1.0 0.000
H 25.183997 -8.583734 13.742066 2.7 0.3 -1.0 0.000
H 24.255848 -7.784994 14.921156 0.5 0.4 -0.3 0.000
H 24.292812 -9.363811 14.921890 -0.1 -0.9 -0.5 0.000
H 23.590433 -8.513626 13.619568 -0.4 -0.7 0.0 0.000
O 26.602742 -8.496343 12.936179 -0.3 0.2 -0.6 0.000
H 27.059151 -8.018242 12.216705 0.0 -0.3 0.9 0.000
C 24.061598 -5.689100 16.215736 0.7 -1.2 0.0 0.077
O 23.255327 -6.878298 16.118968 -0.1 0.6 0.4 0.000
O 25.137823 -5.846102 15.327649 -2.1 1.1 1.4 0.844
C 23.193367 -4.353083 16.166502 0.7 -0.2 -1.6 0.022
F 23.835673 -3.206141 16.021052 1.3 0.0 0.5 0.002
F 22.451619 -4.413701 15.059703 -1.1 -0.6 0.0 0.005
F 22.453097 -4.223010 17.259206 -0.4 -0.6 0.2 0.002
C 22.248313 -7.237982 17.091356 -0.8 -0.5 -0.3 -0.001
C 21.914159 -8.726969 16.986264 0.9 0.1 -0.8 0.000
H 20.902345 -8.917943 17.343855 0.1 0.0 0.0 0.000
H 22.020896 -9.007498 15.938412 -0.5 -0.2 -0.1 0.000
H 22.633656 -9.353366 17.513563 -0.1 0.1 0.2 0.000
H 21.332598 -6.718386 16.809240 0.1 0.4 0.3 0.000
H 22.478771 -7.103976 18.148257 0.5 0.9 -0.1 0.000
H 24.507897 -5.759914 17.207655 0.5 0.5 0.4 0.042
C 21.466062 -7.582813 13.256056 0.2 2.4 1.1 0.000
O 21.974404 -8.795408 12.882834 -0.6 -1.6 -1.2 0.000
H 20.727726 -7.160443 12.574468 -0.2 -0.2 0.0 0.000
H 21.087000 -7.691204 14.272253 -0.5 0.6 0.1 0.000
H 22.277853 -6.855647 13.273935 0.0 0.1 0.1 0.000
H 21.154162 -9.220089 12.621225 0.5 -1.1 -0.3 0.000
C 25.663542 -8.512563 9.788362 -0.2 -0.4 0.1 0.000
O 24.869557 -8.434322 10.933322 -1.7 0.5 -1.1 0.000
H 26.101815 -9.509726 9.747334 0.3 -0.1 -0.4 0.000
H 25.040807 -8.350072 8.908648 0.0 -0.1 0.0 0.000
H 26.460545 -7.769257 9.768670 0.2 0.2 0.0 0.000
H 25.454033 -8.450524 11.694728 1.1 -0.4 1.4 0.000
C 23.923781 -12.177702 15.814827 -0.2 -0.6 -0.7 0.000
O 24.731564 -11.325467 14.996544 -0.4 0.0 0.8 0.000
H 22.943307 -12.194397 15.338900 0.0 -0.1 0.0 0.000
H 24.317263 -13.194205 15.812825 0.0 -0.1 0.0 0.000
H 23.745051 -11.908638 16.855863 0.5 0.6 0.1 0.000
H 25.663084 -11.500963 15.148440 0.0 -0.1 0.0 0.000
C 26.385404 -9.049532 17.388875 0.2 -0.1 -0.7 0.000
O 27.006166 -9.029654 16.099534 -0.6 0.1 0.7 0.000
H 25.431781 -9.577459 17.387637 -0.2 -0.3 -0.1 0.000
H 27.038609 -9.545354 18.106918 0.0 0.3 0.4 0.000
H 26.138308 -8.019233 17.644859 0.4 0.0 0.2 0.000
H 27.201830 -9.940362 15.867334 0.2 0.1 -0.3 0.000
C 25.639267 -5.320845 12.058158 -0.3 0.0 0.6 0.004
O 26.879093 -4.886116 12.523268 1.7 0.5 -0.1 0.000
H 24.940063 -4.708329 12.627392 -1.0 -0.2 -0.4 0.002
H 25.568618 -5.147476 10.984355 -0.5 -0.3 0.0 0.000
H 25.566970 -6.370483 12.342997 -0.3 0.0 -0.3 0.000
H 27.168578 -4.223623 11.891691 0.3 0.1 0.3 0.000


Record 2
52
Properties=species:S:1:pos:R:3:forces:R:3:lowdin_charge:R:1 method="wB97M-V/def2-TZVPD" lumo_ha=0.00732 e_homo_ev=-9.56 spin_multiplicity=1 largest_force_ev_per_a=1.93 gap_ev=9.76 e_tot_ha=-1553.953342
N -0.221199 0.228856 0.298060 0.0 0.1 -0.1 0.281
H -0.136988 1.250667 0.518607 0.5 -0.6 -0.1 0.089
H -0.973806 -0.140995 0.872457 0.0 -0.2 -0.2 0.109
H 0.636347 -0.322615 0.365116 0.1 0.2 0.4 0.083
H -0.423827 0.148733 -0.714782 -0.4 0.0 0.0 0.071
Cl 2.661753 -1.460930 -2.148292 1.7 0.6 -0.6 0.659
O 2.868730 -0.188541 -2.831013 -0.7 -0.3 0.3 -0.354
O 3.941496 -2.048263 -1.880227 -0.4 -0.2 -0.1 -0.318
O 1.990579 -1.211478 -0.886361 -0.3 0.5 0.7 -0.415
O 1.828978 -2.318789 -2.932291 -0.3 -0.3 -0.2 -0.320
O -0.083281 0.452841 -2.374541 -0.5 0.3 -0.2 -0.059
H -0.378294 0.178543 -3.249915 0.1 -0.1 0.1 0.081
H 0.879493 0.414259 -2.392646 0.5 -0.1 -0.3 0.003
O 2.021465 -0.655603 2.970360 0.0 0.0 -0.2 -0.064
H 2.351046 -0.877162 2.089544 0.1 0.0 0.1 0.021
H 2.316493 -1.386649 3.523969 0.0 0.0 0.0 0.037
C 1.846397 -4.010009 0.645224 -0.5 -1.3 -0.1 -0.048
C 0.526789 -4.248573 -0.113574 -0.1 0.5 1.2 -0.474
C -0.464142 -5.111957 0.645907 0.2 -0.7 0.2 -0.070
O -0.087681 -2.967224 -0.340697 0.4 -0.6 -0.9 -0.084
H 2.572605 -3.517207 0.002530 0.0 0.0 0.2 0.056
H 2.198660 -5.015211 0.904091 0.4 0.2 0.0 0.080
H 1.705267 -3.484524 1.589538 -0.2 0.2 -0.1 0.070
H 0.790458 -4.804961 -1.018792 -0.2 0.5 -0.4 0.138
H -0.688019 -4.739738 1.646904 0.0 0.2 -0.1 0.078
H -0.043841 -6.115779 0.768476 0.2 0.1 0.1 0.076
H -1.398208 -5.307907 0.118349 0.0 0.5 -0.2 0.075
H 0.539359 -2.563349 -0.966777 -0.5 0.4 0.2 0.027
C -3.521679 1.105559 -1.236890 -0.5 1.2 -0.7 -0.043
C -3.472338 1.742077 0.154868 0.3 -1.1 0.1 -0.462
C -4.808682 2.083661 0.761491 -0.9 0.1 -0.6 -0.061
O -2.830460 0.820817 1.065135 0.0 -0.2 0.1 -0.094
H -4.259567 1.639193 -1.849807 0.1 0.2 0.1 0.082
H -3.853496 0.070405 -1.320166 0.3 -0.1 0.6 0.088
H -2.574558 1.269345 -1.750529 0.1 -0.4 0.1 0.061
H -2.781505 2.589020 0.145702 -0.3 0.1 -0.1 0.132
H -5.523474 1.257085 0.658760 0.4 -0.3 0.2 0.088
H -5.359049 2.861208 0.222135 0.5 0.4 0.2 0.085
H -4.695522 2.327786 1.814624 -0.1 0.2 0.0 0.083
H -3.450589 0.089586 1.187991 0.1 0.0 0.1 0.099
C 2.126688 4.070807 1.458400 -0.5 0.4 0.1 -0.049
C 1.345749 3.712694 0.193826 0.3 -0.4 1.3 -0.451
C 2.139568 2.842677 -0.725675 -0.5 0.1 -0.5 -0.047
O 0.219227 2.909433 0.639461 -0.4 0.6 -0.2 -0.098
H 1.477521 4.581488 2.178901 0.0 0.2 -0.2 0.077
H 2.962648 4.737608 1.248907 0.1 -0.2 0.0 0.085
H 2.441485 3.165715 1.978220 0.3 -0.1 -0.3 0.088
H 1.007241 4.600944 -0.348075 -0.2 0.0 0.2 0.141
H 2.488323 1.950205 -0.206971 0.3 0.1 -0.1 0.091
H 2.946359 3.441844 -1.144714 0.2 -0.3 0.0 0.097
H 1.471453 2.541827 -1.534860 0.2 -0.1 -0.2 0.076
H -0.271954 3.412587 1.300030 0.1 -0.1 0.0 0.102


Record 3
50
Properties=species:S:1:pos:R:3:forces:R:3:lowdin_charge:R:1 method="wB97M-V/def2-TZVPD" lumo_ha=0.09554 e_homo_ev=-5.81 spin_multiplicity=1 total_charge=-1 largest_force_ev_per_a=5.53 gap_ev=8.41 e_tot_ha=-1018.750457
O -0.013755 3.281515 -0.142927 -0.7 -0.2 1.2 -0.404
H 0.027495 2.711415 0.649423 0.0 0.5 -0.3 -0.019
O -0.963645 1.086005 -1.485757 -0.7 -0.8 -0.8 -0.073
H -0.764675 1.836625 -0.926097 0.5 1.0 0.1 -0.044
H -0.421815 0.377435 -1.138507 0.1 -0.2 -0.1 -0.024
O -0.429195 5.164625 -2.082067 -0.2 0.8 -0.8 -0.061
H -0.357825 5.851175 -1.418907 0.2 -0.1 -0.1 -0.004
H -0.215405 4.356825 -1.615187 0.1 -0.7 0.6 -0.016
O -1.871955 5.649865 0.669383 -0.5 0.7 0.5 -0.056
H -1.577675 4.757715 0.485823 0.9 -0.5 -0.3 -0.020
H -1.313075 6.203835 0.124403 -0.1 0.0 0.0 0.013
O -2.714345 2.844845 0.970153 -0.7 -0.3 0.5 -0.060
H -2.888895 3.777215 0.841863 -0.3 0.1 0.0 0.001
H -1.831945 2.715805 0.622383 0.5 0.1 -0.5 -0.029
O 1.806885 4.685955 1.426883 0.9 0.6 0.8 -0.072
H 1.484225 5.521855 1.763633 0.0 0.1 0.2 0.024
H 1.114805 4.380205 0.840563 -1.0 -0.6 -0.9 -0.031
O 2.408575 2.341225 -0.073717 1.8 -1.1 0.2 -0.086
H 2.737005 2.897995 0.632243 0.0 0.2 0.1 -0.005
H 1.505605 2.629735 -0.206557 -1.0 0.5 -0.5 -0.064
C -0.719165 -0.082245 1.303073 1.4 -2.1 0.3 0.001
C -0.147795 -1.560885 1.044563 -2.6 -0.7 -2.3 -0.430
C -1.349285 -2.618145 1.166073 0.1 0.8 -0.1 -0.129
C -1.089395 -3.934065 0.521793 0.1 -0.8 -0.5 -0.229
C -0.730835 -3.792165 -0.942837 0.9 0.2 0.5 -0.143
C 0.483505 -2.824895 -1.209717 0.3 -1.9 0.3 -0.415
N 0.338615 -1.600185 -0.384677 -5.1 -1.9 -1.0 -0.184
O 1.331935 -0.753475 -0.621397 2.3 0.8 0.3 0.012
C 1.888635 -3.505115 -0.858537 -0.3 -0.2 -0.1 -0.017
C 0.409835 -2.611055 -2.735887 1.6 1.8 -1.0 -0.051
C 0.888445 -1.962025 2.010593 0.9 0.2 1.9 -0.065
H -0.939885 -0.023805 2.368893 -0.1 0.2 0.0 0.084
H -1.594515 0.144835 0.694553 0.2 -0.1 0.0 0.081
H 0.141005 0.546705 1.073653 -0.3 0.4 0.0 0.070
H -1.612375 -2.823655 2.203693 0.2 0.5 0.3 0.113
H -2.265085 -2.277075 0.683293 0.1 0.7 0.0 0.120
H -1.951035 -4.601625 0.528463 -0.5 0.2 0.3 0.108
H -0.369345 -4.525045 1.087813 0.6 0.1 -0.2 0.107
H -1.541865 -3.428095 -1.573537 -0.3 0.3 0.4 0.116
H -0.607465 -4.825425 -1.267267 0.8 0.1 -0.6 0.111
H 1.809005 -4.590615 -0.799767 -0.2 -0.1 0.2 0.073
H 2.721625 -3.361005 -1.546617 -0.4 0.4 -0.5 0.070
H 2.307635 -3.152795 0.084013 -0.3 -0.1 0.3 0.052
H 0.270995 -3.438335 -3.431907 -0.9 -0.7 0.8 0.081
H -0.172845 -1.748425 -3.059097 -0.7 -0.2 0.4 0.089
H 1.364085 -2.316235 -3.172447 0.6 0.4 0.6 0.067
H 1.312305 -2.965935 1.986413 -0.4 -0.2 -0.5 0.078
H 0.370165 -1.898045 2.967353 0.4 0.1 0.4 0.088
H 1.752315 -1.298725 2.053703 0.0 0.3 0.0 0.094
H 1.980375 -1.244315 -0.111297 1.9 1.1 -0.1 0.080